A 8-piece molecular cluster, C42H120N18O8P6 overall, computed with ωB97M-V/def2-TZVPD.

The geometry in XYZ format:
```
194
Properties=species:S:1:pos:R:3:mulliken_charge:R:1
C -1.2513 3.3629 5.1006 -0.7252
C -0.7040 2.2639 5.9453 0.7385
O -0.9793 1.1232 5.8093 -0.5121
C 0.4149 2.5942 6.9105 -1.0137
H -0.6021 4.1706 4.8363 0.3057
H -2.0439 3.8082 5.8025 0.3300
H -1.7460 2.8934 4.2109 0.0309
H 0.0642 2.4817 7.9304 0.3062
H 0.7367 3.5686 6.6395 0.3422
H 1.2551 1.9279 6.6369 0.2140
C 0.4320 0.2127 -2.0569 0.3422
C 0.3436 0.0313 -0.5774 0.7188
O 1.2963 0.0115 0.1371 -0.3931
C -1.0245 -0.0796 -0.1189 0.5222
H 1.5071 0.2211 -2.3798 -0.1843
H -0.0821 1.1867 -2.2878 -0.0487
H -0.1294 -0.5379 -2.5880 -0.5155
H -1.2217 0.1173 0.9648 0.6287
H -1.3114 -1.1397 -0.3445 -0.8770
H -1.6411 0.3678 -0.8633 -0.0856
O 3.0503 -4.3316 5.3050 -0.9068
P 3.2129 -3.2387 4.3320 0.0969
N 3.8487 -3.5201 2.8031 0.8808
C 5.3075 -3.6292 2.6042 -1.1873
C 3.1830 -4.6906 2.1245 -1.0704
N 4.1872 -2.0968 5.0320 0.2148
C 5.4315 -2.5404 5.7409 -1.1923
C 4.4331 -0.7322 4.5704 -0.7948
N 1.8468 -2.3905 3.9911 0.6340
C 1.1226 -1.8834 5.1737 -1.1896
C 1.5263 -1.7387 2.7492 0.0433
H 5.7524 -2.8196 3.1447 0.2047
H 5.5817 -3.6078 1.5011 0.3409
H 5.5436 -4.6073 3.0089 0.3224
H 3.1426 -4.5656 0.9974 0.1494
H 2.1334 -4.8158 2.5202 0.3228
H 3.6022 -5.6798 2.3708 0.4846
H 5.5848 -1.9070 6.6581 0.3896
H 5.1836 -3.5620 6.1158 0.3526
H 6.3455 -2.5196 5.1963 0.4030
H 5.0698 -0.6158 3.6387 0.1750
H 3.5228 -0.2441 4.2536 0.1321
H 4.9437 -0.1624 5.3510 0.4441
H 0.1135 -2.1871 5.0518 0.4000
H 1.5295 -2.2592 6.1018 0.3663
H 1.1342 -0.7780 5.2468 0.3622
H 1.6593 -0.6245 2.7800 0.1227
H 0.5540 -2.0269 2.4995 0.0641
H 2.1846 -2.0654 1.9026 -0.5712
O -2.2523 -3.1643 -0.4064 -0.0640
P -1.6480 -4.3615 -1.0411 -0.6534
N -0.0073 -4.2403 -1.3704 0.1880
C 0.8292 -3.8717 -0.2290 -1.0280
C 0.3040 -3.3646 -2.5488 -1.1602
N -2.3999 -4.7023 -2.4439 0.7844
C -2.3997 -6.0072 -3.0697 -1.0712
C -2.9778 -3.6157 -3.2525 -0.8249
N -1.7469 -5.7482 -0.1019 0.4714
C -0.8135 -6.7672 0.0443 -1.4005
C -2.6192 -5.6946 1.0502 -0.7936
H 0.4449 -4.2817 0.6776 0.4678
H 0.8899 -2.7889 -0.0836 -0.1155
H 1.8433 -4.2829 -0.2826 0.5098
H -0.0895 -3.9610 -3.4490 0.2187
H 1.3984 -3.2408 -2.7188 0.1070
H -0.1711 -2.3949 -2.4188 0.5729
H -3.3843 -6.5198 -2.9174 0.3252
H -2.1268 -6.0690 -4.1562 0.3269
H -1.6815 -6.6868 -2.5278 0.2698
H -3.9049 -4.0268 -3.6720 0.5327
H -3.1185 -2.7728 -2.6306 -0.3728
H -2.2654 -3.3994 -4.0958 0.3873
H 0.0319 -6.6005 -0.5816 0.4724
H -0.4966 -6.8459 1.0742 0.4826
H -1.3434 -7.7522 -0.0082 0.3346
H -2.9961 -6.6989 1.1400 0.4475
H -3.4295 -4.9751 0.9885 0.0453
H -2.1015 -5.4129 2.0289 0.2133
O -0.2776 5.9522 2.9073 -0.9699
P 0.0836 5.8740 1.4838 0.2341
N 0.0464 7.3652 0.8001 0.2091
C -0.2789 8.5980 1.4782 -1.1044
C 0.5457 7.5785 -0.5450 -0.7769
N -0.8915 4.7626 0.7311 0.9102
C -0.7382 4.3374 -0.6686 -0.6685
C -2.2202 4.4973 1.3213 -1.1818
N 1.6170 5.4060 1.1184 0.4689
C 2.5997 6.3703 1.5425 -0.9618
C 1.8147 4.0313 1.3275 -0.7892
H -1.0418 9.1588 0.8831 0.3466
H 0.6232 9.1887 1.5414 0.3493
H -0.7972 8.4576 2.4393 0.2804
H 1.5845 7.9093 -0.5225 0.3113
H -0.0811 8.4587 -0.8737 0.3478
H 0.4853 6.6749 -1.1677 0.1139
H 0.2051 4.7628 -1.0811 0.2438
H -0.6962 3.2573 -0.8362 -0.1153
H -1.5635 4.7673 -1.2577 0.2142
H -2.4939 3.4454 1.2433 0.2391
H -2.2162 4.8409 2.3879 0.3312
H -2.9047 5.2082 0.8946 0.3376
H 2.6340 6.6717 2.6490 0.2486
H 3.5028 5.7826 1.3748 0.4234
H 2.6427 7.2766 0.9688 0.2525
H 1.5629 3.5264 0.4406 0.3462
H 1.3676 3.5999 2.2581 0.1382
H 2.8810 3.9389 1.3314 0.2038
O -2.1830 0.1172 -3.4112 0.2238
P -2.4575 0.8288 -4.6938 -1.6886
N -3.4772 -0.1075 -5.6293 0.9452
C -3.4734 -0.2723 -7.0618 -1.2363
C -4.5856 -0.8198 -5.0066 -1.1542
N -1.0842 1.1383 -5.5476 0.8978
C -0.0963 0.1622 -5.8403 -1.1125
C -0.6794 2.4439 -5.9852 -0.9499
N -3.2599 2.2654 -4.5083 0.8000
C -2.8888 3.3248 -3.5460 -1.2451
C -4.3295 2.6345 -5.4448 -1.0105
H -4.4820 -0.0875 -7.4360 0.4160
H -3.2945 -1.3215 -7.2527 0.3651
H -2.7131 0.2876 -7.6298 0.2383
H -5.4712 -0.6355 -5.5428 0.4387
H -4.6917 -0.4248 -4.0175 0.2230
H -4.3710 -1.8906 -5.0462 0.2909
H 0.3526 0.3015 -6.9016 0.3530
H 0.6644 0.1488 -5.0874 0.2041
H -0.5562 -0.8346 -5.8962 0.2747
H -0.6599 2.4967 -7.0708 0.2354
H -1.2359 3.3118 -5.5649 0.2119
H 0.3986 2.5426 -5.7221 0.3681
H -3.6518 3.4380 -2.8262 0.5481
H -2.0243 2.9293 -3.0556 0.1367
H -2.6889 4.3201 -4.0569 0.3374
H -5.3133 2.5819 -4.9912 0.2663
H -4.2102 1.9754 -6.3306 0.3167
H -4.1882 3.7351 -5.7943 0.3174
O -6.3834 -2.3533 2.3847 -0.9215
P -5.5481 -1.3445 1.7670 0.2592
N -5.0491 -1.6403 0.2084 1.0280
C -5.5205 -2.8626 -0.3523 -0.7904
C -4.6071 -0.5776 -0.7209 0.0161
N -4.0953 -1.0885 2.6781 0.5375
C -4.4224 -0.9977 4.2212 -1.0864
C -2.9152 -1.9681 2.4321 0.2004
N -6.3856 0.1511 1.8751 0.3074
C -7.8438 0.0728 1.7434 -1.0798
C -5.6903 1.3556 1.5468 -0.8949
H -4.7939 -3.2619 -1.0764 -0.0584
H -6.4051 -2.7942 -1.0181 0.2693
H -5.6709 -3.4831 0.5344 0.3017
H -4.3971 0.3061 -0.1851 -0.0964
H -5.3285 -0.3712 -1.5210 0.0510
H -3.7391 -1.0009 -1.2433 -0.4417
H -4.6673 -1.9162 4.7139 0.3488
H -3.5675 -0.4828 4.6837 0.3111
H -5.3101 -0.3384 4.3520 0.3352
H -2.9281 -2.7885 3.2102 0.1545
H -2.8389 -2.3377 1.4641 -0.6345
H -2.0129 -1.4130 2.7541 0.2821
H -8.4135 0.9038 2.1982 0.2954
H -8.1077 -0.0573 0.6844 0.3027
H -8.1498 -0.8338 2.2204 0.3627
H -6.1174 2.2166 2.0877 0.4369
H -5.7000 1.5896 0.4397 0.2255
H -4.6346 1.2765 1.8773 0.1974
O 5.4585 0.4525 -3.4559 -0.9365
P 5.5610 0.3157 -1.9927 0.3190
N 7.1053 0.2879 -1.3744 0.3651
C 7.6163 -0.7334 -0.5370 -0.6595
C 8.1235 1.3371 -1.6705 -1.0549
N 4.8897 -1.1558 -1.6954 0.7626
C 4.9814 -2.1931 -2.7154 -1.3318
C 4.2529 -1.5015 -0.4168 -0.2311
N 4.8064 1.5154 -1.1286 0.6260
C 3.7251 2.2825 -1.7595 -1.0664
C 5.2926 2.1595 0.1260 -0.7474
H 6.7884 -1.4832 -0.3770 -0.0425
H 8.1013 -0.3374 0.3802 0.3545
H 8.4164 -1.3305 -1.0254 0.3081
H 9.0413 0.8266 -1.8524 0.4273
H 8.1801 2.0957 -0.8375 0.2724
H 7.9111 1.9822 -2.5604 0.2623
H 4.0801 -2.8086 -2.6684 0.3269
H 4.7550 -1.6108 -3.6623 0.3449
H 5.9646 -2.6378 -2.7000 0.2743
H 3.2088 -1.7563 -0.6650 -0.1988
H 4.7408 -2.3162 0.1145 0.2013
H 4.3695 -0.5820 0.2546 0.0385
H 2.7857 1.9261 -1.2883 -0.1129
H 3.8787 3.4077 -1.6398 0.3611
H 3.8035 2.1558 -2.7889 0.5138
H 6.2707 1.6930 0.4116 0.2695
H 4.5503 2.0348 0.9436 0.0185
H 5.4280 3.2278 -0.1214 0.3317
```

As for the net charge: 0. The value obtained for the gap between HOMO and LUMO is 8.359 eV. The value obtained for the total energy is -5308.0813 Ha.